[1]
Molecular formula: C5H9NO
Method: DFT, ωB97M-V/def2-TZVPD

Cartesian coordinates (Å):
C (1.899, -0.853, 0.336)
C (0.842, 0.260, 0.441)
C (-0.329, 0.104, -0.572)
O (-0.357, -1.166, -1.198)
C (-1.712, 0.182, 0.097)
C (-2.166, 1.536, 0.421)
N (-2.576, 2.593, 0.651)
H (2.720, -0.579, -0.332)
H (2.326, -1.060, 1.318)
H (1.486, -1.801, -0.027)
H (1.309, 1.244, 0.299)
H (0.437, 0.281, 1.462)
H (-0.265, 0.893, -1.336)
H (0.385, -1.233, -1.811)
H (-1.720, -0.423, 1.010)
H (-2.436, -0.257, -0.595)

The SMILES is CC[C@@H](O)CC#N. As for the total energy: -8867.922 eV. Its HOMO-LUMO gap is 11.557 eV. The calculation puts the HOMO energy at -10.9 eV. Its spin multiplicity is 1. Its total charge is 0.

[2]
Molecular formula: CH3O2S2
Method: DFT, ωB97M-V/def2-TZVPD

Cartesian coordinates (Å):
C (0.621, 0.298, 0.497)
O (-1.921, 0.475, 0.571)
O (-0.925, -1.319, -0.943)
S (1.937, -0.674, -0.101)
S (-0.899, 0.333, -0.471)
H (0.611, 0.617, 1.596)
H (0.453, 1.894, -0.192)
H (0.123, -1.625, -0.956)

As for the total energy: -26849.274 eV. Its HOMO-LUMO gap is 7.287 eV. The calculation puts the HOMO energy at -3.6 eV. Its spin multiplicity is 1. Its total charge is -1.

[3]
Molecular formula: C6H10O
Method: DFT, ωB97M-V/def2-TZVPD

Cartesian coordinates (Å):
C (2.142, 0.189, 0.336)
C (0.701, -0.166, 0.132)
C (0.048, -1.267, 0.514)
C (-1.402, -1.222, 0.081)
C (-1.614, 0.286, -0.118)
C (-0.252, 0.700, -0.686)
O (0.006, 2.084, -0.768)
H (2.250, 1.059, 0.998)
H (2.617, 0.453, -0.616)
H (2.703, -0.636, 0.788)
H (0.495, -2.127, 1.006)
H (-2.104, -1.694, 0.776)
H (-1.514, -1.734, -0.890)
H (-2.456, 0.549, -0.762)
H (-1.752, 0.777, 0.855)
H (-0.193, 0.353, -1.730)
H (0.326, 2.395, 0.084)

The SMILES is CC1=CCC[C@H]1O. As for the total energy: -8431.087 eV. Its HOMO-LUMO gap is 9.976 eV. The calculation puts the HOMO energy at -9.0 eV. Its spin multiplicity is 1. Its total charge is 0.

[4]
Molecular formula: C45H71BN8O4PPtS3
Method: DFT, ωB97M-V/def2-TZVPD

Cartesian coordinates (Å):
Pt (1.136, 1.192, 0.197)
C (2.121, -2.543, 0.205)
C (0.867, -2.873, 0.985)
C (1.245, -3.475, 2.341)
C (-0.162, -1.782, 1.172)
C (-1.333, -2.025, 1.895)
C (-2.112, -0.893, 1.802)
C (-3.388, -0.663, 2.570)
C (-4.673, -0.668, 1.744)
C (-3.284, 0.572, 3.468)
N (-1.453, -0.017, 1.019)
N (-0.240, -0.540, 0.660)
B (-1.955, 1.294, 0.359)
N (-1.356, 2.496, 1.142)
N (0.001, 2.504, 1.270)
C (0.370, 3.603, 1.936)
C (-0.782, 4.300, 2.274)
C (-1.857, 3.593, 1.758)
C (-3.294, 4.029, 1.965)
C (-4.379, 3.396, 1.104)
C (-3.375, 5.555, 1.812)
C (1.779, 4.064, 2.168)
C (2.003, 4.465, 3.627)
C (2.079, 5.269, 1.267)
N (-1.435, 1.377, -1.119)
N (-0.131, 1.725, -1.285)
C (0.078, 2.060, -2.564)
C (-1.122, 1.911, -3.241)
C (-2.044, 1.443, -2.321)
C (-3.424, 0.985, -2.708)
C (-4.409, 2.151, -2.817)
C (-3.986, -0.160, -1.876)
C (1.391, 2.530, -3.132)
C (1.167, 3.201, -4.489)
C (2.126, 3.488, -2.203)
H (2.691, -3.460, 0.040)
H (2.753, -1.863, 0.773)
H (1.889, -2.112, -0.763)
H (0.328, -3.645, 0.419)
H (1.717, -2.721, 2.973)
H (1.954, -4.292, 2.199)
H (0.381, -3.872, 2.874)
H (-1.582, -2.920, 2.438)
H (-3.439, -1.536, 3.227)
H (-4.813, 0.265, 1.206)
H (-5.528, -0.793, 2.410)
H (-4.682, -1.485, 1.022)
H (-3.050, 1.467, 2.892)
H (-2.499, 0.446, 4.215)
H (-4.228, 0.740, 3.987)
H (-3.129, 1.324, 0.373)
H (-0.821, 5.217, 2.832)
H (-3.519, 3.792, 3.011)
H (-4.150, 3.505, 0.044)
H (-5.319, 3.914, 1.296)
H (-4.536, 2.343, 1.320)
H (-3.067, 5.855, 0.809)
H (-2.749, 6.081, 2.530)
H (-4.402, 5.885, 1.967)
H (2.462, 3.256, 1.902)
H (1.340, 5.292, 3.890)
H (3.030, 4.807, 3.758)
H (1.820, 3.641, 4.309)
H (1.512, 6.140, 1.599)
H (1.821, 5.080, 0.229)
H (3.139, 5.520, 1.321)
H (-1.299, 2.048, -4.293)
H (-3.269, 0.597, -3.720)
H (-4.572, 2.615, -1.845)
H (-5.372, 1.792, -3.182)
H (-4.046, 2.915, -3.504)
H (-4.458, 0.206, -0.971)
H (-3.205, -0.872, -1.597)
H (-4.745, -0.690, -2.453)
H (2.020, 1.656, -3.318)
H (0.450, 4.018, -4.403)
H (0.799, 2.495, -5.233)
H (2.108, 3.610, -4.856)
H (1.548, 4.405, -2.087)
H (3.098, 3.748, -2.624)
H (2.304, 3.080, -1.204)
C (3.870, -4.753, 5.245)
C (3.673, -3.389, 4.650)
C (2.765, -2.489, 5.197)
C (2.590, -1.225, 4.654)
C (3.340, -0.850, 3.551)
C (4.261, -1.728, 2.992)
C (4.415, -2.989, 3.537)
S (3.135, 0.798, 2.946)
O (1.955, 1.324, 3.564)
O (4.398, 1.473, 3.044)
N (2.748, 0.658, 1.368)
C (3.579, 0.464, 0.294)
C (4.962, 0.362, 0.161)
C (5.449, 0.073, -1.098)
C (4.588, -0.099, -2.186)
C (3.237, 0.079, -1.993)
N (2.764, 0.375, -0.782)
H (3.067, -5.004, 5.935)
H (4.811, -4.796, 5.797)
H (3.911, -5.518, 4.470)
H (2.179, -2.781, 6.060)
H (1.872, -0.534, 5.073)
H (4.858, -1.441, 2.138)
H (5.127, -3.676, 3.097)
H (5.603, 0.526, 1.014)
H (6.517, -0.023, -1.244)
H (4.963, -0.356, -3.165)
H (2.505, -0.048, -2.781)
C (2.086, -3.327, -4.533)
C (0.989, -4.285, -4.119)
C (1.135, -4.781, -2.695)
O (-0.356, -3.731, -4.280)
P (-0.885, -2.263, -4.057)
S (-0.345, -0.893, -5.370)
S (-0.202, -1.316, -2.462)
O (-2.441, -2.460, -4.093)
C (-3.244, -3.456, -3.379)
C (-3.361, -4.713, -4.214)
C (-2.734, -3.711, -1.974)
H (3.038, -3.857, -4.479)
H (2.131, -2.468, -3.863)
H (1.944, -2.974, -5.552)
H (0.973, -5.130, -4.806)
H (1.123, -3.942, -1.997)
H (2.081, -5.312, -2.585)
H (0.328, -5.467, -2.441)
H (-4.216, -2.964, -3.327)
H (-2.413, -5.248, -4.254)
H (-3.671, -4.470, -5.229)
H (-4.113, -5.367, -3.772)
H (-1.766, -4.214, -1.992)
H (-3.441, -4.361, -1.457)
H (-2.637, -2.785, -1.406)

As for the total energy: -113643.699 eV. Its HOMO-LUMO gap (alpha / beta) is 3.100 / 3.092 eV. The calculation puts the HOMO energy (alpha / beta) at -9.5 / -9.5 eV. Its spin multiplicity is 1. Its total charge is +1.

[5]
Molecular formula: C21H32N4O3
Method: DFT, ωB97M-V/def2-TZVPD

Cartesian coordinates (Å):
C (-6.879, -0.936, -0.755)
C (-5.405, -0.621, -0.975)
C (-4.484, -1.704, -0.428)
C (-3.008, -1.395, -0.638)
C (-2.097, -2.475, -0.061)
C (-0.626, -2.167, -0.146)
C (-0.019, -1.595, -1.177)
C (1.460, -1.347, -1.217)
C (1.810, -0.058, -1.949)
O (0.951, 0.571, -2.557)
N (3.113, 0.336, -1.927)
C (3.531, 1.481, -2.737)
C (4.279, 2.530, -1.923)
C (3.519, 2.964, -0.699)
C (4.226, 3.168, 0.610)
C (3.299, 2.000, 0.450)
C (1.974, 2.139, 1.163)
O (1.868, 2.538, 2.306)
N (0.891, 1.728, 0.443)
C (-0.403, 1.642, 1.065)
C (-0.556, 0.437, 1.944)
N (-1.643, 0.001, 2.489)
C (-1.195, -1.091, 3.198)
C (-2.085, -1.947, 4.024)
N (0.081, -1.307, 3.091)
O (0.520, -0.279, 2.252)
C (3.820, 0.558, 0.463)
C (4.049, -0.112, -0.907)
H (-7.522, -0.150, -1.151)
H (-7.155, -1.872, -1.244)
H (-7.099, -1.043, 0.309)
H (-5.210, -0.489, -2.043)
H (-5.155, 0.332, -0.498)
H (-4.675, -1.833, 0.644)
H (-4.730, -2.662, -0.900)
H (-2.812, -1.268, -1.706)
H (-2.766, -0.441, -0.160)
H (-2.362, -2.628, 0.989)
H (-2.302, -3.431, -0.557)
H (-0.022, -2.465, 0.708)
H (-0.577, -1.284, -2.052)
H (1.859, -1.346, -0.202)
H (1.977, -2.152, -1.755)
H (4.170, 1.125, -3.552)
H (2.630, 1.902, -3.176)
H (5.264, 2.158, -1.632)
H (4.465, 3.393, -2.567)
H (2.682, 3.626, -0.896)
H (5.287, 2.950, 0.633)
H (3.904, 3.965, 1.265)
H (0.970, 1.516, -0.540)
H (-0.574, 2.521, 1.689)
H (-1.178, 1.606, 0.302)
H (-1.540, -2.813, 4.389)
H (-2.459, -1.377, 4.875)
H (-2.943, -2.270, 3.436)
H (4.745, 0.501, 1.041)
H (3.092, -0.038, 1.019)
H (3.998, -1.195, -0.795)
H (5.050, 0.103, -1.278)

The SMILES is CCCCC/C=C/CC(=O)N1CC[C@@H]2C[C@]2(C(=O)NCc2nc(C)no2)CC1. As for the total energy: -34398.875 eV. Its HOMO-LUMO gap is 10.036 eV. The calculation puts the HOMO energy at -9.3 eV. Its spin multiplicity is 1. Its total charge is 0.

[6]
Molecular formula: C23H22As2ClCoNO10S3Se
Method: DFT, ωB97M-V/def2-TZVPD

Cartesian coordinates (Å):
Co (7.065, -16.023, -6.805)
Cl (0.896, -12.303, -8.892)
C (2.124, -13.445, -8.285)
C (1.919, -14.000, -6.979)
C (2.879, -14.735, -6.401)
C (4.185, -14.942, -7.023)
O (5.112, -15.484, -6.392)
C (4.295, -14.438, -8.359)
C (5.556, -14.468, -9.026)
O (6.561, -14.948, -8.599)
C (3.300, -13.680, -8.923)
H (1.032, -13.861, -6.392)
H (2.831, -15.154, -5.407)
H (5.667, -13.923, -9.983)
H (3.482, -13.215, -9.857)
S (8.070, -20.358, -6.205)
C (7.925, -18.762, -6.553)
S (8.398, -17.424, -5.503)
S (7.174, -18.160, -8.067)
C (4.650, -17.522, -4.000)
O (4.798, -18.415, -5.117)
C (3.849, -19.300, -5.208)
O (2.940, -19.410, -4.457)
C (3.893, -19.988, -6.611)
C (4.367, -21.221, -6.917)
As (4.348, -22.219, -8.615)
C (6.108, -21.716, -9.295)
C (3.565, -20.896, -9.854)
C (3.074, -19.686, -9.515)
As (3.037, -18.693, -7.781)
C (1.250, -19.349, -7.172)
C (2.473, -18.822, -10.569)
O (1.297, -18.865, -10.827)
O (3.364, -17.980, -11.084)
C (2.856, -17.178, -12.153)
C (3.406, -21.276, -11.321)
O (3.029, -20.563, -12.229)
O (3.743, -22.589, -11.535)
C (3.648, -23.029, -12.892)
C (4.957, -21.998, -5.767)
O (5.018, -21.595, -4.629)
O (5.379, -23.206, -6.165)
C (6.030, -24.006, -5.172)
H (5.434, -16.791, -4.035)
H (4.835, -18.096, -3.099)
H (3.658, -17.071, -4.025)
H (6.888, -22.365, -8.846)
H (6.391, -20.707, -9.001)
H (6.133, -21.930, -10.377)
H (1.089, -20.411, -7.437)
H (0.398, -18.710, -7.593)
H (1.161, -19.394, -6.069)
H (1.934, -16.680, -11.877)
H (2.539, -17.854, -13.022)
H (3.734, -16.506, -12.428)
H (4.032, -24.034, -12.933)
H (4.216, -22.407, -13.597)
H (2.586, -22.985, -13.162)
H (6.369, -24.874, -5.719)
H (5.351, -24.301, -4.384)
H (6.911, -23.479, -4.772)
Se (8.629, -11.491, -4.938)
C (8.115, -13.101, -5.557)
N (7.732, -14.113, -6.041)

As for the total energy: -315853.593 eV. Its HOMO-LUMO gap (alpha / beta) is 5.508 / 5.995 eV. The calculation puts the HOMO energy (alpha / beta) at -1.8 / -2.3 eV. As for the expectation value of S²: 3.7585. Its spin multiplicity is 4. Its total charge is -2.

[7]
Molecular formula: C16H46Br2ClF3N7O4P3Si2
Method: DFT, ωB97M-V/def2-TZVPD

Cartesian coordinates (Å):
C (0.161, 6.493, -1.891)
C (0.299, 6.344, -0.367)
Cl (-1.102, 7.215, 0.394)
C (0.252, 4.901, 0.118)
Si (1.689, 3.834, -0.410)
Br (3.394, 5.080, -1.096)
O (2.058, 2.753, 0.755)
Si (3.445, 2.872, 1.702)
N (3.568, 4.405, 2.488)
P (5.376, 2.211, 0.648)
O (6.262, 3.609, 0.605)
Br (4.788, 1.661, -1.430)
C (1.099, 2.817, -1.984)
F (1.291, 1.495, -1.827)
F (-0.212, 2.963, -2.233)
F (1.781, 3.163, -3.083)
H (-0.871, 6.729, -2.142)
H (0.479, 5.604, -2.435)
H (0.773, 7.333, -2.223)
H (1.185, 6.863, -0.008)
H (-0.696, 4.428, -0.153)
H (0.284, 4.897, 1.214)
H (3.320, 1.861, 2.763)
H (4.465, 4.475, 2.958)
H (3.438, 5.209, 1.886)
H (6.289, 3.966, -0.297)
O (-4.416, 0.457, -3.579)
P (-3.404, -0.574, -3.235)
N (-2.169, -0.335, -4.372)
C (-1.572, -1.330, -5.233)
C (-1.828, 1.047, -4.693)
N (-4.336, -2.020, -3.451)
C (-4.107, -2.934, -4.553)
C (-5.763, -1.855, -3.198)
N (-2.428, -1.305, -2.080)
C (-1.112, -0.757, -1.736)
C (-2.968, -2.216, -1.066)
H (-0.544, -1.051, -5.477)
H (-2.121, -1.455, -6.173)
H (-1.495, -2.297, -4.736)
H (-1.285, 1.527, -3.874)
H (-2.716, 1.647, -4.900)
H (-1.192, 1.089, -5.575)
H (-4.165, -2.448, -5.536)
H (-4.858, -3.725, -4.529)
H (-3.145, -3.441, -4.458)
H (-6.302, -1.439, -4.057)
H (-5.934, -1.194, -2.350)
H (-6.198, -2.827, -2.948)
H (-0.328, -1.366, -2.195)
H (-0.946, -0.751, -0.658)
H (-0.989, 0.269, -2.069)
H (-2.751, -3.251, -1.339)
H (-4.042, -2.113, -0.953)
H (-2.527, -2.017, -0.087)
O (2.610, -1.043, 4.182)
P (1.653, -2.177, 4.088)
N (2.394, -3.211, 2.961)
C (1.805, -3.750, 1.756)
C (3.835, -3.392, 3.083)
N (0.266, -1.324, 3.505)
C (-0.172, -1.409, 2.131)
C (0.160, 0.052, 3.980)
N (0.716, -3.372, 4.800)
C (1.290, -4.677, 5.137)
C (-0.530, -3.067, 5.511)
H (2.271, -4.706, 1.502)
H (1.921, -3.080, 0.896)
H (0.747, -3.973, 1.891)
H (4.092, -4.013, 3.950)
H (4.358, -2.440, 3.191)
H (4.236, -3.886, 2.200)
H (0.636, -1.117, 1.443)
H (-1.002, -0.719, 1.964)
H (-0.552, -2.395, 1.859)
H (0.778, 0.749, 3.400)
H (0.465, 0.130, 5.022)
H (-0.883, 0.374, 3.921)
H (0.964, -5.428, 4.412)
H (0.978, -5.006, 6.128)
H (2.376, -4.657, 5.142)
H (-1.388, -3.315, 4.883)
H (-0.600, -2.018, 5.782)
H (-0.603, -3.638, 6.437)

As for the total energy: -240346.546 eV. Its HOMO-LUMO gap is 8.266 eV. The calculation puts the HOMO energy at -8.2 eV. Its spin multiplicity is 1. Its total charge is 0.

[8]
Molecular formula: C44H44N6O6RuSSi
Method: DFT, ωB97M-V/def2-TZVPD

Cartesian coordinates (Å):
Ru (-0.165, -0.149, -0.652)
C (3.029, -2.637, -2.607)
O (2.809, -2.131, -3.912)
C (2.350, -0.850, -4.092)
C (2.638, -0.308, -5.326)
C (2.239, 0.983, -5.680)
C (1.540, 1.728, -4.762)
C (1.218, 1.191, -3.507)
C (0.425, 2.012, -2.625)
N (-0.117, 1.649, -1.527)
N (-0.937, 2.632, -0.939)
C (-1.371, 2.180, 0.194)
O (-0.942, 1.092, 0.746)
C (-2.378, 2.965, 0.953)
C (-3.169, 3.914, 0.312)
C (-4.149, 4.593, 1.020)
C (-4.340, 4.331, 2.372)
C (-3.553, 3.383, 3.011)
C (-2.577, 2.695, 2.303)
C (1.614, -0.107, -3.122)
O (1.379, -0.588, -1.939)
H (3.576, -3.571, -2.754)
H (2.096, -2.817, -2.084)
H (3.631, -1.952, -2.006)
H (3.194, -0.926, -6.021)
H (2.483, 1.383, -6.655)
H (1.221, 2.738, -4.995)
H (0.207, 3.028, -2.946)
H (-3.010, 4.096, -0.743)
H (-4.769, 5.324, 0.516)
H (-5.107, 4.862, 2.923)
H (-3.699, 3.170, 4.063)
H (-1.966, 1.939, 2.783)
O (-1.031, -1.252, -2.558)
N (-2.271, -1.318, -2.798)
N (-2.959, -0.536, -2.054)
O (-2.415, 0.253, -1.183)
C (-4.382, -0.550, -2.170)
C (-5.102, 0.190, -1.244)
C (-6.489, 0.186, -1.314)
C (-7.146, -0.544, -2.294)
C (-6.405, -1.268, -3.222)
C (-5.022, -1.273, -3.171)
H (-4.565, 0.752, -0.494)
H (-7.055, 0.768, -0.597)
H (-8.228, -0.556, -2.333)
H (-6.909, -1.827, -4.001)
H (-4.437, -1.819, -3.896)
C (-2.661, -4.126, -1.110)
N (-1.212, -4.180, -1.232)
C (-0.773, -4.498, -2.592)
C (-0.402, -3.470, -0.407)
S (-0.998, -2.200, 0.585)
N (0.882, -3.863, -0.362)
C (1.878, -3.083, 0.360)
C (1.277, -5.251, -0.559)
H (-3.054, -5.117, -1.352)
H (-3.088, -3.397, -1.798)
H (-2.944, -3.861, -0.097)
H (-1.272, -3.817, -3.284)
H (-1.027, -5.531, -2.843)
H (0.297, -4.354, -2.699)
H (1.752, -2.018, 0.183)
H (2.860, -3.395, 0.003)
H (1.811, -3.265, 1.437)
H (0.429, -5.860, -0.851)
H (1.676, -5.630, 0.386)
H (2.056, -5.330, -1.321)
O (1.396, 0.063, 0.503)
Si (1.898, 0.819, 1.822)
C (2.535, 2.558, 1.492)
C (3.892, 2.880, 1.544)
C (4.342, 4.165, 1.257)
C (3.436, 5.155, 0.911)
C (2.079, 4.859, 0.856)
C (1.639, 3.576, 1.144)
C (3.360, -0.165, 2.508)
C (3.691, -0.172, 3.865)
C (4.743, -0.940, 4.350)
C (5.480, -1.736, 3.484)
C (5.173, -1.742, 2.130)
C (4.130, -0.958, 1.652)
C (0.682, 0.962, 3.259)
C (0.644, 2.067, 4.108)
C (-0.239, 2.127, 5.184)
C (-1.106, 1.074, 5.426)
C (-1.088, -0.037, 4.588)
C (-0.204, -0.089, 3.523)
H (4.612, 2.115, 1.815)
H (5.402, 4.390, 1.301)
H (3.784, 6.156, 0.684)
H (1.364, 5.626, 0.585)
H (0.580, 3.362, 1.094)
H (3.109, 0.426, 4.559)
H (4.987, -0.918, 5.406)
H (6.292, -2.346, 3.862)
H (5.745, -2.360, 1.447)
H (3.905, -0.947, 0.590)
H (1.303, 2.908, 3.920)
H (-0.250, 2.999, 5.828)
H (-1.800, 1.119, 6.258)
H (-1.773, -0.859, 4.762)
H (-0.212, -0.951, 2.864)

As for the total energy: -88863.405 eV. Its HOMO-LUMO gap (alpha / beta) is 6.742 / 6.594 eV. The calculation puts the HOMO energy (alpha / beta) at -4.3 / -4.2 eV. As for the expectation value of S²: 0.7546. Its spin multiplicity is 2. Its total charge is -1.